1.
Entry from the OMol25 dataset: a structure of composition C36H55N3S4SbSeSi3V (ωB97M-V/def2-TZVPD).

Element x y z (Å)
1 V -2.28084 0.57397 0.94820
2 C -1.49810 -1.93338 -1.20933
3 C -2.20514 -0.97698 -2.15112
4 S -2.28101 0.70163 -1.43805
5 C -3.98868 1.13867 -1.84382
6 C -5.02749 0.30233 -1.10758
7 S -4.66957 0.17510 0.67919
8 C -4.86732 -1.60071 0.97143
9 C -3.85159 -2.49945 0.27144
10 S -2.12985 -1.94747 0.49291
11 H -1.48195 -2.94388 -1.61806
12 H -0.47150 -1.56548 -1.10835
13 H -1.63340 -0.91696 -3.07706
14 H -3.21258 -1.30566 -2.40598
15 H -4.07180 2.19146 -1.56994
16 H -4.13112 1.05907 -2.92228
17 H -6.01176 0.75785 -1.22099
18 H -5.08407 -0.70726 -1.51344
19 H -4.78170 -1.69507 2.05560
20 H -5.88268 -1.88825 0.69320
21 H -3.93486 -3.51059 0.67105
22 H -4.04814 -2.55670 -0.79887
23 S 1.37666 3.01085 1.71110
24 C 1.86034 1.38348 2.07462
25 C 3.04061 0.93428 2.65443
26 C 3.18711 -0.42355 2.86506
27 C 2.18278 -1.31754 2.48159
28 C 1.01262 -0.87132 1.89614
29 C 0.84094 0.49994 1.71280
30 N -0.28250 1.11851 1.19406
31 C -0.13397 2.42397 1.12625
32 C -1.25985 3.28298 0.76587
33 C -1.09677 4.64565 0.53346
34 C -2.21007 5.43609 0.32569
35 C -3.46828 4.84436 0.39823
36 C -3.60858 3.48469 0.63584
37 C -2.51360 2.62283 0.80222
38 H 3.82048 1.62638 2.93544
39 H 4.09356 -0.79708 3.31845
40 H 2.33156 -2.37864 2.62540
41 H 0.24689 -1.57084 1.58054
42 H -0.10784 5.08962 0.51489
43 H -2.10767 6.49381 0.13124
44 H -4.34967 5.46048 0.27435
45 H -4.61945 3.08759 0.70477
46 C -3.84097 -0.09877 6.46324
47 N -2.62974 -0.65169 5.88874
48 C -2.12572 -0.38414 4.67027
49 Se -2.82371 0.83499 3.42465
50 N -0.98271 -1.08370 4.53748
51 C -0.73493 -1.82342 5.68517
52 C 0.29101 -2.68509 6.03921
53 C 0.21309 -3.25465 7.29817
54 C -0.84592 -2.97098 8.16917
55 C -1.86653 -2.10687 7.81430
56 C -1.78639 -1.53977 6.55192
57 H -4.30326 0.55776 5.72982
58 H -3.59386 0.46988 7.35892
59 H -4.52570 -0.90672 6.71896
60 H -0.39602 -1.02470 3.71368
61 H 1.11035 -2.89816 5.36955
62 H 0.99013 -3.93263 7.61882
63 H -0.86549 -3.43779 9.14360
64 H -2.68095 -1.88783 8.48887
65 C 2.21862 -3.45768 -3.59806
66 Si 1.78598 -1.78357 -4.33919
67 C 2.94537 -1.43338 -5.76301
68 C 0.03306 -1.85554 -5.02394
69 Sb 1.83930 -0.11662 -2.40143
70 Si 4.31349 -0.35327 -1.80301
71 C 4.43144 -1.86593 -0.68703
72 C 4.82078 1.20141 -0.88371
73 C 5.49640 -0.59847 -3.23146
74 Si 1.76006 2.12021 -3.63739
75 C 2.94735 2.24153 -5.08028
76 C -0.00146 2.31946 -4.24133
77 C 2.12144 3.46160 -2.37483
78 H 1.72828 -4.25329 -4.16140
79 H 1.91247 -3.54381 -2.55625
80 H 3.29242 -3.64001 -3.63986
81 H 2.87314 -2.25779 -6.47560
82 H 3.97938 -1.35630 -5.44228
83 H 2.69037 -0.51587 -6.28839
84 H 0.04947 -2.24080 -6.04388
85 H -0.45424 -0.88147 -5.04831
86 H -0.58348 -2.53235 -4.43075
87 H 3.47082 -2.12761 -0.24810
88 H 5.13463 -1.68921 0.12730
89 H 4.78726 -2.72873 -1.25050
90 H 4.03037 1.56057 -0.22756
91 H 5.07089 2.00207 -1.58022
92 H 5.70278 1.00193 -0.27277
93 H 5.37291 -1.57628 -3.69321
94 H 6.51707 -0.54266 -2.84603
95 H 5.39069 0.16135 -4.00368
96 H 2.55644 1.72208 -5.95343
97 H 3.91982 1.81206 -4.84620
98 H 3.09816 3.28622 -5.35418
99 H -0.25484 1.58450 -5.00549
100 H -0.14897 3.31012 -4.67448
101 H -0.70109 2.20562 -3.41363
102 H 2.88690 3.17379 -1.65852
103 H 1.21557 3.70202 -1.81614
104 H 2.45813 4.36958 -2.87689

## Properties
net charge = +1
energy relative to the best compared isomer or geometry (same formula, charge and spin) = 0.0 kJ/mol
multiplicity = 2
<S²> = 0.76

---

2.
Entry from the OMol25 dataset: a cluster of 4 separate species, C36H55O18PS in total (ωB97M-V/def2-TZVPD).

Element x y z (Å)
1 C 4.02125 -2.41276 0.63126
2 O 4.09322 -1.14408 -0.06876
3 C 2.76112 -0.89281 -0.55356
4 C 2.28502 0.60372 -0.34777
5 C 2.05147 1.33547 -1.72518
6 C 1.32692 2.72407 -1.46052
7 C -0.21914 2.49656 -1.15020
8 C -1.17803 3.30621 -2.09767
9 C -2.68600 2.77489 -2.07433
10 C -3.05498 1.79333 -3.26185
11 C -1.82294 0.99796 -3.82585
12 C -2.21042 -0.25081 -4.71127
13 C -3.34616 -1.16546 -4.10575
14 C -3.08790 -1.70819 -2.65590
15 C -4.52327 -2.35864 -2.29551
16 C -5.57998 -1.28054 -1.87970
17 O -6.27032 -0.71824 -2.70212
18 C -5.85414 -0.89257 -0.38595
19 C -5.45887 0.40895 0.14157
20 C -5.73194 0.77149 1.53644
21 C -6.41658 -0.20982 2.39559
22 C -6.82285 -1.50186 1.85345
23 C -6.52709 -1.85424 0.47617
24 O -2.91644 -0.77261 -1.53430
25 S -2.36615 -1.68175 -0.26564
26 O -1.28672 -1.04209 0.48064
27 O -3.32002 -2.11835 0.73785
28 O -1.99168 -3.12946 -1.03908
29 C -1.86328 -2.69611 -2.45151
30 C -2.01995 -4.10093 -3.20485
31 C -0.65842 -4.76966 -3.59011
32 O -0.20900 -4.72638 -4.69619
33 O 0.11790 -5.44822 -2.61872
34 P -0.11438 -1.94789 -2.40582
35 O 0.57414 -1.90445 -3.73918
36 H 5.04023 -2.78470 0.91669
37 H 3.46974 -3.19093 0.03443
38 H 3.38692 -2.21881 1.54805
39 H 2.70373 -1.13158 -1.65647
40 H 2.01135 -1.55809 -0.04068
41 H 1.27977 0.55466 0.16294
42 H 3.04838 1.15723 0.25654
43 H 3.01617 1.47733 -2.28142
44 H 1.37061 0.75178 -2.40433
45 H 1.49589 3.46596 -2.28807
46 H 1.81648 3.15252 -0.53875
47 H -0.39171 2.87632 -0.10052
48 H -0.45665 1.39429 -1.09895
49 H -1.23645 4.35002 -1.66816
50 H -0.77877 3.43804 -3.13868
51 H -2.81252 2.29909 -1.05942
52 H -3.34505 3.69044 -2.06729
53 H -3.54047 2.39141 -4.08697
54 H -3.87433 1.11481 -2.88119
55 H -1.15584 0.61744 -3.00071
56 H -1.17450 1.67413 -4.44493
57 H -2.62929 0.16842 -5.67623
58 H -1.29974 -0.83341 -5.02817
59 H -4.31407 -0.62374 -4.23247
60 H -3.41160 -2.07457 -4.77261
61 H -4.89131 -2.80790 -3.25833
62 H -4.44401 -3.16299 -1.51476
63 H -4.92459 1.16157 -0.47934
64 H -5.41918 1.75658 1.94166
65 H -6.62047 0.03249 3.46042
66 H -7.36253 -2.22579 2.50040
67 H -6.79958 -2.84859 0.05369
68 H -2.72768 -4.03896 -4.06799
69 H -2.50634 -4.79856 -2.46228
70 H 0.81144 -4.82042 -2.33465
71 H 0.64129 -2.84180 -1.57078
72 H -0.10931 -0.69197 -1.73715
73 C 7.75847 -5.45705 -1.98867
74 C 8.40144 -4.79456 -0.79330
75 C 9.15475 -5.73546 0.10166
76 O 9.16506 -5.01278 1.33337
77 C 8.02593 -4.26578 1.34436
78 O 7.60044 -3.69764 2.29913
79 O 7.43337 -4.25955 0.11467
80 H 7.17428 -4.73096 -2.55709
81 H 8.51682 -5.88326 -2.64760
82 H 7.06956 -6.24852 -1.68514
83 H 9.03535 -3.96637 -1.12765
84 H 10.16702 -5.93242 -0.24919
85 H 8.63818 -6.68528 0.26903
86 C 0.72635 -0.69820 3.72425
87 C 1.32507 0.67382 3.92697
88 C 0.57163 1.53721 4.89457
89 O 0.98266 2.84615 4.49248
90 C 1.23498 2.76543 3.15136
91 O 1.40012 3.70552 2.43488
92 O 1.26800 1.46810 2.73975
93 H 1.28272 -1.24654 2.96133
94 H 0.75389 -1.27179 4.65239
95 H -0.30786 -0.63699 3.37746
96 H 2.37851 0.57818 4.21162
97 H 0.84004 1.34039 5.93181
98 H -0.51484 1.47328 4.78342
99 C 1.27279 6.98113 5.71471
100 C -0.22777 6.98891 5.54518
101 C -0.69954 6.46705 4.22043
102 O -1.99163 7.06921 4.11786
103 C -1.91348 8.24947 4.79551
104 O -2.73399 9.10947 4.74886
105 O -0.76429 8.31523 5.53119
106 H 1.54982 7.43322 6.66922
107 H 1.65795 5.96024 5.68968
108 H 1.76659 7.56376 4.93409
109 H -0.69522 6.45035 6.37698
110 H -0.76717 5.38019 4.19608
111 H -0.09643 6.81033 3.37522

## Properties
net charge = 0
energy relative to the best compared isomer or geometry (same formula, charge and spin) = 331.7 kJ/mol
multiplicity = 1
structure (SMILES) = COCCCCCCCCCCC[C@]1(CC(=O)c2ccccc2)OS(=O)(=O)O[C@]1(CC(=O)O)[PH2]=O.C[C@@H]1COC(=O)O1.C[C@@H]1COC(=O)O1.C[C@@H]1COC(=O)O1

---

Strongest force on any atom for every record listed, in sequence, given in eV/Å: 1.07, 5.54.